# 1
# C43H56N7O2P2S2SiV

A molecular structure, C43H56N7O2P2S2SiV at a distorted geometry (ωB97M-V/def2-TZVPD, the OMol25 dataset).

```
! wB97M-V def2-TZVPD RIJCOSX def2/J DEFGRID3
* xyz 2 3
V -0.099 0.278 0.294
C -5.703 -0.186 0.725
Si -5.151 -0.170 2.494
C -5.797 1.339 3.344
C -5.686 -1.730 3.329
C -3.256 -0.098 2.738
C -2.816 -0.086 4.061
C -1.462 -0.080 4.401
C -0.538 -0.031 3.393
N -0.920 -0.005 2.103
C -2.239 -0.078 1.775
S -2.432 -0.207 0.027
H -6.777 -0.402 0.721
H -5.206 -0.956 0.132
H -5.564 0.778 0.227
H -6.880 1.423 3.206
H -5.334 2.243 2.938
H -5.608 1.317 4.421
H -6.777 -1.814 3.351
H -5.331 -1.779 4.363
H -5.292 -2.601 2.796
H -3.549 -0.093 4.864
H -1.137 -0.105 5.432
H 0.527 -0.010 3.579
C 1.597 -2.809 -0.546
C 2.574 -1.680 -0.850
P 2.441 -0.188 0.262
C 3.692 0.796 -0.620
C 5.002 0.352 -0.790
C 5.900 1.097 -1.547
C 5.495 2.279 -2.152
C 4.187 2.722 -1.994
C 3.291 1.985 -1.229
C 3.140 -0.890 1.802
C 2.380 -1.839 2.489
C 2.845 -2.415 3.666
C 4.076 -2.039 4.181
C 4.827 -1.071 3.524
C 4.361 -0.498 2.349
P -0.118 -2.176 -0.322
C -0.861 -3.479 0.719
C -0.918 -4.773 0.192
C -1.410 -5.821 0.950
C -1.856 -5.595 2.248
C -1.800 -4.318 2.783
C -1.303 -3.264 2.023
C -0.870 -2.532 -1.958
C -2.230 -2.819 -2.069
C -2.782 -3.159 -3.297
C -1.980 -3.234 -4.428
C -0.625 -2.950 -4.328
C -0.078 -2.589 -3.103
H 1.879 -3.325 0.369
H 1.591 -3.556 -1.338
H 2.420 -1.294 -1.860
H 3.600 -2.041 -0.795
H 5.335 -0.573 -0.336
H 6.918 0.749 -1.663
H 6.199 2.855 -2.740
H 3.872 3.655 -2.449
H 2.276 2.346 -1.092
H 1.397 -2.123 2.131
H 2.240 -3.152 4.180
H 4.447 -2.491 5.092
H 5.780 -0.757 3.932
H 4.956 0.261 1.859
H -0.584 -4.965 -0.822
H -1.451 -6.817 0.527
H -2.242 -6.416 2.838
H -2.143 -4.136 3.794
H -1.259 -2.285 2.465
H -2.860 -2.807 -1.189
H -3.838 -3.388 -3.365
H -2.406 -3.528 -5.379
H 0.013 -3.029 -5.201
H 0.982 -2.374 -3.047
N 2.820 2.063 1.875
N 2.042 1.835 3.062
H 3.714 2.506 2.073
H 2.273 2.673 1.282
H 1.863 2.701 3.563
H 2.585 1.235 3.674
C 1.924 5.799 1.492
C 1.558 5.310 0.088
C 0.396 4.362 0.110
N 0.496 3.112 0.363
N -0.721 2.435 0.357
C -1.724 3.240 0.073
N -3.023 2.897 0.032
S -1.231 4.864 -0.186
H 2.734 6.527 1.440
H 2.255 4.969 2.119
H 1.073 6.278 1.978
H 2.401 4.790 -0.368
H 1.318 6.160 -0.550
H -3.233 1.908 -0.046
H -3.688 3.550 -0.343
O 0.137 2.517 -2.536
C 0.323 1.306 -2.666
O 0.266 0.394 -1.782
C 0.584 0.811 -4.086
N 1.088 2.018 -4.856
C 0.355 2.078 -6.164
C -1.030 1.599 -5.769
C -0.737 0.439 -4.800
H 1.318 0.012 -4.095
H 2.102 2.052 -4.937
H 0.780 2.774 -4.222
H 0.835 1.385 -6.852
H 0.408 3.085 -6.568
H -1.599 1.274 -6.636
H -1.585 2.397 -5.275
H -0.616 -0.491 -5.348
H -1.534 0.287 -4.075
*
```

Values from the calculation:
LUMO energy (spin up / spin down): -5.33 / -4.53 eV
HOMO-LUMO gap (spin up / spin down): 7.419 / 8.245 eV
HOMO level (spin up / spin down): -12.746 / -12.774 eV
energy above the lowest of the compared OMol25 structures with the same formula, charge and spin: 75.1 kJ/mol

These are the Löwdin partial charges, in e, on atoms 1 to 99:
1 V 0.5630
2 C -0.1931
3 Si 0.4907
4 C -0.1667
5 C -0.1633
6 C -0.2095
7 C -0.0489
8 C -0.0264
9 C -0.1217
10 N -0.1263
11 C -0.6513
12 S 0.7508
13 H 0.0479
14 H 0.0095
15 H 0.0261
16 H 0.0462
17 H 0.0372
18 H 0.0385
19 H 0.0466
20 H 0.0358
21 H 0.0402
22 H 0.1128
23 H 0.1185
24 H 0.0877
25 C -0.3499
26 C -0.3531
27 P 1.0379
28 C -0.3603
29 C -0.0858
30 C -0.0548
31 C -0.0683
32 C -0.0802
33 C -0.1171
34 C -0.3566
35 C -0.1183
36 C -0.0599
37 C -0.0628
38 C -0.0601
39 C -0.1069
40 P 0.9937
41 C -0.3421
42 C -0.0820
43 C -0.0536
44 C -0.0581
45 C -0.0591
46 C -0.0814
47 C -0.3600
48 C -0.1117
49 C -0.0534
50 C -0.0663
51 C -0.0906
52 C -0.1043
53 H 0.0819
54 H 0.0890
55 H 0.0665
56 H 0.0918
57 H 0.1097
58 H 0.1156
59 H 0.1123
60 H 0.1046
61 H 0.0627
62 H 0.0702
63 H 0.1140
64 H 0.1141
65 H 0.1139
66 H 0.0954
67 H 0.1149
68 H 0.1150
69 H 0.1146
70 H 0.1119
71 H 0.0679
72 H 0.0896
73 H 0.1146
74 H 0.1137
75 H 0.1135
76 H 0.0903
77 N -0.0870
78 N -0.0212
79 H 0.0965
80 H 0.0087
81 H 0.0760
82 H 0.0703
83 C -0.0729
84 C -0.2197
85 C -0.6016
86 N -0.0019
87 N -0.0648
88 C -0.6722
89 N 0.1163
90 S 1.1741
91 H 0.0851
92 H 0.0592
93 H 0.0842
94 H 0.1009
95 H 0.1126
96 H -0.0039
97 H 0.1087
98 O 0.0392
99 C -0.5918


# 2
# C43H58B2N2O14S

4 unconnected molecules or ions with the total composition C43H58B2N2O14S at a distorted geometry (ωB97M-V/def2-TZVPD, the OMol25 dataset).

```
! wB97M-V def2-TZVPD RIJCOSX def2/J DEFGRID3
* xyz 0 1
C -4.500 4.476 4.039
C -3.595 3.296 3.348
N -3.948 2.975 1.913
C -3.540 4.078 0.952
C -1.936 4.001 0.512
C -1.670 2.897 -0.713
C -2.248 3.196 -2.251
B -3.066 4.604 -2.651
C -2.602 6.105 -2.106
O -4.300 4.595 -3.512
C -1.981 2.069 -3.456
S -2.586 2.340 -5.248
C -1.146 0.658 -3.213
C -0.566 0.370 -1.706
C -0.847 1.493 -0.499
C -0.169 1.085 0.975
O -0.785 1.232 2.151
C 1.358 0.414 0.854
C 2.537 0.877 1.894
C 4.025 0.210 1.694
O 5.093 0.680 2.626
N 5.722 1.662 1.909
O 5.368 2.764 2.302
C 4.311 -0.930 0.504
B 5.880 -1.495 0.451
O 6.407 -2.607 1.269
O 6.786 -0.745 -0.486
C 3.127 -1.426 -0.567
C 3.400 -2.548 -1.731
C 3.676 -1.944 -3.230
C 5.119 -2.375 -3.894
C 5.237 -1.683 -5.378
C 5.445 -3.981 -3.850
C 4.736 -4.871 -5.030
C 5.861 -6.027 -5.470
C 6.938 -5.812 -6.475
C 7.494 -7.066 -7.432
C 7.711 -4.358 -6.739
C 1.653 -0.695 -0.363
C 0.334 -0.994 -1.346
O 0.003 -2.207 -1.807
C -5.410 2.598 1.764
C -6.655 3.656 1.537
O -5.737 1.280 1.782
H -5.468 4.052 4.582
H -4.915 5.274 3.257
H -3.808 5.090 4.771
H -3.786 2.306 3.981
H -2.452 3.543 3.405
H -3.700 5.145 1.450
H -4.276 4.029 0.044
H -1.493 5.075 0.237
H -1.365 3.695 1.515
H -3.133 6.225 -1.043
H -2.981 6.991 -2.770
H -1.436 6.164 -1.861
H -4.005 5.149 -4.319
H -1.411 2.862 -5.880
H -0.972 -0.107 -4.109
H 2.299 1.677 2.714
H 5.665 -2.819 1.914
H 7.590 -1.302 -0.707
H 4.231 -3.276 -1.329
H 2.412 -3.212 -1.819
H 3.708 -0.757 -3.125
H 2.756 -2.154 -3.960
H 5.954 -1.850 -3.221
H 4.128 -1.650 -5.818
H 5.639 -0.585 -5.318
H 5.842 -2.394 -6.084
H 5.218 -4.510 -2.831
H 6.621 -4.087 -4.015
H 3.820 -5.489 -4.588
H 4.330 -4.260 -5.942
H 5.815 -7.073 -4.931
H 8.358 -6.689 -8.164
H 6.641 -7.567 -8.056
H 7.995 -7.916 -6.778
H 8.790 -4.574 -7.190
H 7.878 -3.738 -5.761
H 7.108 -3.762 -7.547
H -7.560 3.199 0.936
H -7.066 3.925 2.624
H -6.278 4.623 0.957
O -5.479 4.176 7.188
C -4.539 3.417 7.351
C -4.153 2.776 8.650
C -2.754 2.293 8.362
C -2.793 2.035 6.879
O -3.707 2.996 6.353
H -4.836 1.947 8.856
H -4.167 3.502 9.467
H -2.466 1.414 8.945
H -2.037 3.094 8.581
H -3.164 1.033 6.640
H -1.811 2.169 6.415
O -5.244 3.283 12.019
C -6.455 3.203 11.892
C -7.222 3.545 10.651
C -8.635 3.642 11.169
C -8.627 2.685 12.331
O -7.302 2.744 12.859
H -7.110 2.734 9.926
H -6.884 4.493 10.227
H -9.393 3.403 10.419
H -8.824 4.661 11.528
H -8.834 1.655 12.023
H -9.345 2.975 13.104
O 4.454 -7.446 -9.771
C 3.450 -7.039 -9.211
C 3.064 -7.337 -7.793
C 1.611 -6.935 -7.769
C 1.553 -5.847 -8.810
O 2.533 -6.204 -9.783
H 3.668 -6.721 -7.122
H 3.191 -8.398 -7.565
H 1.264 -6.608 -6.785
H 0.990 -7.783 -8.083
H 1.809 -4.865 -8.400
H 0.568 -5.788 -9.283
*
```

Values from the calculation:
LUMO energy: -1.91 eV
HOMO-LUMO gap: 6.363 eV
structure (SMILES): CCN(CCc1c(B(C)O)c(S)cc2c1C(=O)c1cc(ON=O)c(B(O)O)c(CC[C@H](C)CCC=C(C)C)c1C2=O)C(C)=O.O=C1CCCO1.O=C1CCCO1.O=C1CCCO1
HOMO level: -8.276 eV

These are the Löwdin partial charges, in e, on atoms 1 to 99:
1 C -0.1178
2 C -0.2100
3 N -0.1216
4 C -0.1905
5 C -0.1148
6 C -0.0059
7 C 0.0087
8 B -0.3888
9 C -0.0649
10 O -0.0416
11 C -0.4276
12 S 0.6464
13 C -0.0014
14 C -0.0093
15 C 0.0301
16 C -0.1877
17 O -0.0289
18 C -0.0014
19 C 0.0859
20 C -0.0861
21 O -0.1213
22 N -0.0175
23 O 0.0613
24 C 0.0899
25 B -0.4296
26 O 0.0595
27 O 0.0315
28 C -0.0143
29 C -0.1578
30 C -0.1724
31 C -0.3410
32 C -0.0976
33 C -0.1825
34 C -0.1911
35 C -0.1015
36 C -0.2387
37 C -0.0997
38 C -0.1022
39 C 0.0353
40 C -0.1814
41 O -0.0340
42 C -0.2743
43 C -0.0455
44 O -0.0484
45 H 0.0871
46 H 0.0752
47 H 0.0900
48 H 0.1355
49 H 0.1198
50 H 0.1236
51 H 0.1227
52 H 0.1156
53 H 0.1059
54 H 0.0796
55 H 0.0780
56 H 0.0855
57 H 0.1153
58 H -0.0974
59 H 0.1136
60 H 0.1178
61 H 0.1177
62 H 0.1119
63 H 0.1116
64 H 0.1253
65 H 0.1312
66 H 0.1255
67 H 0.1360
68 H 0.0876
69 H 0.0910
70 H 0.0534
71 H 0.1081
72 H 0.1077
73 H 0.1106
74 H 0.1037
75 H 0.1093
76 H 0.0817
77 H 0.0651
78 H 0.0806
79 H 0.0836
80 H 0.0656
81 H 0.0786
82 H 0.0961
83 H 0.0963
84 H 0.0825
85 O 0.0896
86 C -0.4500
87 C -0.0893
88 C -0.1585
89 C -0.1634
90 O -0.0262
91 H 0.1360
92 H 0.1255
93 H 0.1244
94 H 0.1263
95 H 0.1337
96 H 0.1321
97 O 0.0937
98 C -0.4566
99 C -0.0933